*A*
14
Properties=species:S:1:pos:R:3:mulliken_charge:R:1 method="wB97M-V/def2-TZVPD" homo_ev=-8.9 lumo_energy_ev=0.615 homo_lumo_gap_ev=9.52 mol_weight_g_mol=109.06
P -1.602 0.799 0.350 0.262
O -1.398 1.342 -0.993 -0.524
O 0.360 -0.378 0.358 -0.387
N -2.509 -0.585 0.170 -0.390
C 1.361 0.167 -0.042 0.316
C 1.786 1.539 0.317 -1.076
H 2.835 1.552 0.601 0.361
H -0.032 -3.236 -0.688 0.182
H -0.154 -2.816 -0.039 -0.183
H 2.018 -0.364 -0.751 0.355
H 1.671 2.152 -0.579 0.302
H -2.741 -0.931 -0.751 0.247
H 1.159 1.943 1.108 0.303
H -2.753 -1.186 0.940 0.231

***

*B*
14
Properties=species:S:1:pos:R:3:mulliken_charge:R:1 method="wB97M-V/def2-TZVPD" homo_ev=-9.1 lumo_energy_ev=0.709 homo_lumo_gap_ev=9.76 mol_weight_g_mol=109.06
P -0.519 1.509 0.758 0.306
O -2.055 1.436 0.161 -0.494
O -1.426 0.517 2.529 -0.756
N 0.021 0.403 -0.348 0.175
C 1.515 0.316 -0.369 -0.826
C -0.672 -0.746 -0.919 -0.706
H 1.913 0.602 0.632 0.285
H -1.443 -1.157 -0.276 0.254
H -0.996 1.032 3.229 0.260
H -2.709 1.903 0.702 0.330
H -1.133 -0.351 -1.843 0.272
H 1.863 1.138 -1.065 0.293
H 0.072 -1.499 -1.271 0.309
H 1.887 -0.673 -0.825 0.299

***

In terms of stability, *A* leads; the second structure lies 0.341 eV higher.

***

*A*
19
Properties=species:S:1:pos:R:3:mulliken_charge:R:1 method="wB97M-V/def2-TZVPD" homo_ev=-4.3 lumo_energy_ev=3.961 homo_lumo_gap_ev=8.22 mol_weight_g_mol=119.14 total_charge=-1
O 0.588 -1.072 1.734 -0.804
O -0.825 0.616 2.330 -0.693
N 0.947 0.805 -0.405 -0.633
N 0.425 -0.350 3.946 -0.542
C -0.185 0.633 -1.325 0.655
C 0.006 -0.276 2.583 0.692
C -1.016 -0.589 -0.984 -1.237
C 0.277 0.494 -2.767 -1.466
H -0.432 -1.524 -1.156 0.250
H -1.875 -0.578 -1.690 0.414
H 0.919 1.337 -3.084 0.334
H -1.374 -0.537 0.040 0.298
H -0.563 0.503 -3.505 0.365
H -0.869 1.518 -1.293 0.102
H -0.298 -0.074 4.564 0.230
H 1.878 0.542 -0.814 0.210
H 0.739 0.272 0.464 0.248
H 0.808 -0.473 -2.872 0.366
H 0.849 -1.248 4.233 0.213

***

*B*
19
Properties=species:S:1:pos:R:3:mulliken_charge:R:1 method="wB97M-V/def2-TZVPD" homo_ev=-2.4 smiles=N[C@@H](CO)CNC[O-] lumo_energy_ev=3.412 homo_lumo_gap_ev=5.77 mol_weight_g_mol=119.14 total_charge=-1
O -2.728 0.642 1.512 -0.557
O 2.256 0.483 -2.911 -0.879
N -0.870 -1.394 1.872 -0.803
N 0.941 -0.291 -1.135 -0.191
C -1.451 0.756 0.817 -0.672
C -0.694 -0.543 0.672 0.459
C 0.803 -0.321 0.303 -0.552
C 1.956 0.695 -1.632 -0.398
H 1.226 -1.260 0.700 0.098
H 1.081 -1.147 -1.648 0.172
H 2.845 0.536 -0.937 0.157
H -1.076 -0.805 2.673 0.234
H -0.842 1.479 1.359 0.253
H 1.617 1.752 -1.525 0.139
H -1.127 -1.016 -0.204 0.163
H 0.024 -1.838 2.037 0.296
H -2.804 -0.272 1.806 0.358
H 1.238 0.605 0.671 0.393
H -1.778 1.195 -0.120 0.330

***

In terms of stability, *A* leads; the second structure lies 3.296 eV higher.

***

*A*
5
Properties=species:S:1:pos:R:3:mulliken_charge:R:1 method="wB97M-V/def2-TZVPD" homo_ev=-10.4 smiles="NP=O" lumo_energy_ev=-0.038 homo_lumo_gap_ev=10.32 mol_weight_g_mol=63.00
P 1.138 -0.554 0.010 0.414
O 1.865 0.727 -0.047 -0.429
N -0.602 -0.150 -0.004 -0.452
H -1.123 0.772 0.282 0.244
H -1.277 -0.796 -0.242 0.222

***

*B*
5
Properties=species:S:1:pos:R:3:mulliken_charge:R:1 method="wB97M-V/def2-TZVPD" homo_ev=-9.0 lumo_energy_ev=-1.317 homo_lumo_gap_ev=7.69 mol_weight_g_mol=63.00
P 2.350 -0.543 0.368 0.596
O 3.097 0.395 -0.450 -0.316
N 0.098 0.235 0.438 -0.703
H -0.392 0.344 -0.516 0.193
H -0.131 -0.561 1.058 0.230

***

In terms of stability, *A* leads; the second structure lies 2.291 eV higher.

***

*A*
65
Properties=species:S:1:pos:R:3:mulliken_charge:R:1 method="wB97M-V/def2-TZVPD" homo_ev=-1.1 lumo_energy_ev=3.731 homo_lumo_gap_ev=4.87 mol_weight_g_mol=828.65 total_charge=-2
Se 2.892 0.201 1.879 -0.762
Se 0.432 2.449 0.127 -0.469
Cl -4.803 -4.230 5.417 -0.227
Cl -6.391 -3.703 0.287 -0.221
Cl -3.878 -2.007 -0.367 -0.205
Cl -2.292 -2.455 4.855 -0.290
Cl -6.842 -4.842 3.147 -0.237
P 2.346 1.473 0.215 0.922
Na -1.785 -0.005 -0.075 1.014
O -3.950 2.644 1.731 -0.820
O -3.508 1.381 0.043 -0.721
N -3.298 1.771 1.179 1.069
N -0.827 0.645 3.377 -0.233
N -2.280 1.134 1.752 -0.279
N -2.497 2.205 3.862 -0.396
N -0.339 -0.342 2.515 0.015
N -0.676 -1.111 -1.787 0.468
C -3.152 -2.300 2.261 -1.023
C -5.446 -3.872 2.811 0.680
C 4.653 4.681 -1.000 -0.740
C -4.535 -3.591 3.820 -0.599
C 2.228 0.475 -3.752 -1.163
C 3.080 -1.434 -2.586 -0.600
C 3.014 -0.735 -1.391 -0.332
C 4.460 3.053 1.222 -0.314
C 0.195 -2.982 -0.437 -0.764
C -0.817 -2.013 -3.862 -0.766
C 3.632 2.809 0.134 0.457
C -1.909 1.364 2.985 0.352
C -4.091 -2.598 1.298 0.919
C -1.019 -0.885 -3.082 0.303
C 5.369 4.101 1.206 -0.617
C -0.311 -3.002 -2.982 -0.842
C -5.228 -3.365 1.532 -0.619
C 2.543 0.569 -1.365 0.720
C 2.127 1.160 -2.556 -0.344
C 3.739 3.644 -0.974 -0.328
C -1.523 0.451 -3.513 -1.226
C -3.430 -2.808 3.498 1.012
C 5.472 4.919 0.094 -0.349
C 2.700 -0.829 -3.769 -0.336
C -0.250 -2.397 -1.737 0.187
H 1.638 2.123 -2.530 0.439
H 4.719 5.313 -1.877 0.374
H -1.011 -2.106 -4.921 0.416
H -3.181 2.833 3.456 0.248
H 4.386 2.399 2.080 0.205
H 3.385 -2.471 -2.579 0.344
H 5.999 4.272 2.069 0.358
H 0.469 -4.032 -0.561 0.351
H 2.721 -1.388 -4.695 0.350
H 6.180 5.737 0.079 0.353
H -0.599 -2.940 0.314 -0.018
H -1.940 2.524 4.637 0.198
H -0.689 0.525 4.378 0.205
H -0.046 -4.023 -3.214 0.420
H 0.678 -0.388 2.554 0.058
H 1.874 0.938 -4.665 0.290
H -2.176 0.357 -4.386 0.381
H -0.840 -1.215 2.657 0.081
H 1.054 -2.449 -0.023 -0.002
H 3.288 -1.210 -0.459 0.259
H 3.098 3.491 -1.828 0.216
H -0.712 1.144 -3.772 0.071
H -2.103 0.940 -2.726 0.107

***

*B*
65
Properties=species:S:1:pos:R:3:mulliken_charge:R:1 method="wB97M-V/def2-TZVPD" homo_ev=-1.7 lumo_energy_ev=3.766 homo_lumo_gap_ev=5.43 mol_weight_g_mol=828.65 total_charge=-2
Se -2.726 2.138 0.734 -0.405
Se -2.602 -1.522 0.309 -0.628
Cl 0.607 2.245 -2.209 -0.194
Cl 1.545 3.895 2.918 -0.291
Cl 1.786 4.968 -3.284 -0.235
Cl 2.738 7.173 -1.281 -0.237
Cl 2.621 6.646 1.803 -0.241
P -3.749 0.291 0.391 0.485
Na 0.757 -0.271 -0.928 0.743
O 2.998 -0.162 -1.994 -0.679
O 4.551 -0.543 -0.543 -0.832
N 0.316 0.147 1.459 -0.206
N 1.563 0.219 2.089 0.021
N 3.415 -0.166 -0.834 1.179
N 2.504 0.256 0.051 -0.211
N 3.886 0.156 1.972 -0.356
N 1.143 -2.607 0.114 0.387
C -5.898 1.192 1.990 -0.335
C -4.778 0.445 -1.139 0.595
C -6.247 0.761 -3.502 -0.332
C 1.569 4.194 1.127 0.818
C 1.512 -3.491 1.087 0.336
C 1.109 3.218 0.304 -0.830
C -6.968 -0.079 3.731 -0.322
C -5.079 0.107 1.670 0.532
C 1.328 -4.688 -0.800 -1.020
C 0.613 -2.713 -2.324 -1.222
C 1.188 3.489 -1.029 0.895
C 1.704 -3.067 2.513 -1.034
C 2.687 0.177 1.364 0.003
C 2.127 5.662 -0.680 0.697
C 1.639 -4.778 0.587 -0.820
C -6.195 1.790 -2.568 -0.727
C 1.036 -3.353 -1.027 0.472
C -5.459 1.636 -1.403 -0.334
C -5.562 -0.419 -3.256 -0.577
C 2.071 5.419 0.695 -0.535
C -4.833 -0.576 -2.080 -0.338
C -6.158 -1.161 3.425 -0.591
C 1.686 4.675 -1.565 -0.624
C -5.221 -1.068 2.398 -0.259
C -6.840 1.100 3.002 -0.725
H -6.244 -2.082 3.989 0.365
H -0.294 0.925 1.688 0.121
H 1.909 -5.662 1.151 0.390
H -7.685 -0.144 4.541 0.345
H 1.308 -5.487 -1.530 0.393
H 1.863 -3.944 3.145 0.379
H -5.770 2.128 1.463 0.191
H 3.919 -0.098 2.944 0.225
H -7.462 1.956 3.237 0.346
H 1.626 0.313 3.092 0.147
H 0.831 -2.535 2.906 0.164
H 4.638 -0.144 1.361 0.260
H 2.575 -2.412 2.646 0.023
H -6.803 0.890 -4.424 0.349
H -0.353 -2.201 -2.219 0.166
H -4.581 -1.908 2.152 0.254
H -5.582 -1.221 -3.984 0.361
H -5.370 2.461 -0.709 0.209
H 0.482 -3.467 -3.102 0.327
H -0.111 -0.765 1.584 0.124
H -4.288 -1.492 -1.882 0.237
H 1.358 -2.001 -2.698 0.254
H -6.712 2.724 -2.757 0.346

***

In terms of stability, *A* leads; the second structure lies 0.449 eV higher.

***

*A*
17
Properties=species:S:1:pos:R:3:lowdin_spin:R:1 method="wB97M-V/def2-TZVPD" multiplicity=2 homo_ev="-14.6 / -14.5" s2=0.754 lumo_energy_ev="-3.218 / -7.963" homo_lumo_gap_ev="11.39 / 6.54" mol_weight_g_mol=102.14 total_charge=+1
O 1.618 1.578 -1.269 0.048
N 0.499 -0.029 -2.458 0.001
N -0.347 -0.542 0.644 0.627
C -0.259 -0.446 2.099 0.057
C 0.900 0.613 -1.319 0.008
C 0.902 -0.259 -0.035 0.069
C -1.464 0.304 0.158 0.057
H 0.507 -1.129 2.460 0.009
H -2.344 -0.010 0.717 0.003
H 0.104 0.549 2.377 0.032
H -1.241 1.335 0.440 0.031
H 0.553 -1.033 -2.424 0.000
H -1.695 0.168 -0.893 0.004
H 1.380 -1.220 -0.285 0.030
H 0.482 0.493 -3.322 0.000
H 1.654 0.218 0.606 0.021
H -1.251 -0.591 2.504 0.003

***

*B*
17
Properties=species:S:1:pos:R:3:lowdin_spin:R:1 method="wB97M-V/def2-TZVPD" multiplicity=2 homo_ev="-14.5 / -14.4" s2=0.756 lumo_energy_ev="-3.247 / -8.213" homo_lumo_gap_ev="11.22 / 6.22" mol_weight_g_mol=102.14 total_charge=+1
O 0.097 -1.135 -2.262 0.023
N -1.221 -1.322 0.981 0.101
N -0.175 0.687 1.304 0.631
C -1.417 0.231 0.978 0.079
C 1.302 -0.165 -0.544 0.051
C 0.796 -0.223 -1.954 0.007
C 0.702 1.125 0.110 0.036
H -0.427 -1.607 0.324 0.000
H 0.986 -1.110 -0.046 0.000
H 2.406 -0.205 -0.363 0.002
H 0.144 1.745 -0.577 0.001
H -2.209 0.476 1.680 0.037
H -1.936 0.522 -0.049 0.007
H 1.035 0.628 -2.632 0.002
H -2.061 -1.561 0.656 0.008
H 0.436 0.124 1.957 0.008
H 1.540 1.792 0.437 0.007

***

In terms of stability, *A* leads; the second structure lies 2.035 eV higher.

***

*A*
9
Properties=species:S:1:pos:R:3:mulliken_charge:R:1 method="wB97M-V/def2-TZVPD" homo_ev=-16.6 lumo_energy_ev=-8.250 homo_lumo_gap_ev=8.37 mol_weight_g_mol=83.07 total_charge=+1
O -2.704 1.294 -1.558 -0.265
N -0.593 1.835 -0.906 -0.488
N -1.659 1.078 -1.029 0.801
C -1.117 -0.532 -0.136 -0.031
C 0.362 1.260 -0.242 -0.018
C 0.125 -0.154 0.033 -0.299
H -1.707 -1.492 -0.213 0.394
H 1.210 1.796 -0.090 0.539
H 0.762 -0.868 0.574 0.367

***

*B*
9
Properties=species:S:1:pos:R:3:mulliken_charge:R:1 method="wB97M-V/def2-TZVPD" homo_ev="-17.6 / -17.6" smiles=Cc1c#[n+]on1 lumo_energy_ev="-9.901 / -9.898" homo_lumo_gap_ev="7.71 / 7.72" mol_weight_g_mol=83.07 total_charge=+1
O -2.271 -0.646 0.070 0.047
N -2.315 0.675 -0.069 0.034
N -0.932 -1.017 0.079 -0.107
C -1.181 1.115 -0.125 0.251
C -0.031 -0.174 -0.023 0.672
C 1.422 -0.029 0.045 -0.875
H 1.805 -1.031 0.086 0.332
H 1.501 0.592 -0.945 0.297
H 2.002 0.514 0.883 0.349

***

*C*
9
Properties=species:S:1:pos:R:3:mulliken_charge:R:1 method="wB97M-V/def2-TZVPD" homo_ev="-14.5 / -14.5" lumo_energy_ev="-6.237 / -6.238" homo_lumo_gap_ev="8.24 / 8.24" mol_weight_g_mol=83.07 total_charge=+1
O 1.293 -3.115 1.711 -0.141
N 0.037 -0.981 1.205 -0.292
N -0.592 0.510 -0.604 0.006
C -0.758 0.119 0.677 0.042
C 0.071 1.460 -1.044 -0.148
C 0.762 -2.162 1.426 0.634
H 0.816 1.850 -0.324 0.277
H -0.204 2.138 -1.859 0.287
H -1.424 0.181 -1.189 0.337

***

In terms of stability, *C* leads; the second structure lies 0.186 eV higher.